# 1
The following is a quantum chemistry calculation of 2 unconnected molecules or ions with the total composition C10H24N3O3P, from OMol25.

ORCA input file:
```
! wB97M-V def2-TZVPD RIJCOSX def2/J DEFGRID3
* xyz 0 1
H -1.137 -3.331 -1.293
N -1.236 -2.862 -0.391
C -1.171 -1.587 -0.529
N -1.326 -0.756 0.638
N -0.991 -0.979 -1.828
C 0.385 -0.350 -1.905
C 0.232 1.144 -1.467
C 1.559 1.989 -1.534
C 2.655 1.578 -0.473
P 3.651 0.000 -0.922
C 3.017 -0.858 0.652
C 4.590 -1.609 -1.430
H -0.421 -0.458 0.990
H -1.838 -1.259 1.355
H -0.965 -1.701 -2.547
H 1.034 -0.962 -1.227
H 0.818 -0.470 -2.930
H -0.177 1.257 -0.438
H -0.515 1.606 -2.160
H 1.981 2.062 -2.571
H 1.264 3.042 -1.273
H 2.249 1.559 0.572
H 3.402 2.424 -0.475
H 4.905 0.705 -0.788
H 3.053 -0.056 -2.223
H 3.233 -1.946 0.562
H 3.485 -0.428 1.574
H 1.906 -0.774 0.772
H 5.222 -1.440 -2.338
H 5.162 -2.063 -0.590
H 3.783 -2.338 -1.730
O -5.763 1.867 4.881
C -5.326 1.431 3.866
O -4.098 0.865 3.738
C -4.037 0.268 2.445
C -5.064 1.044 1.670
O -5.990 1.435 2.681
H -3.039 0.360 2.022
H -4.291 -0.792 2.533
H -4.648 1.941 1.205
H -5.553 0.444 0.904
*
```

E_HOMO: -8.3 eV
Structure (SMILES): [H]/N=C(/N)NCCCC[PH2](C)C.O=C1OCCO1
HOMO-LUMO gap: 8.8345 eV

# 2
The following is a quantum chemistry calculation of 15 unconnected molecules or ions with the total composition C5H38NO15, from OMol25.

ORCA input file:
```
! wB97M-V def2-TZVPD RIJCOSX def2/J DEFGRID3
* xyz -1 1
C -1.299 2.110 -0.738
O -2.503 1.430 -0.677
C -0.185 1.351 0.030
C 0.297 0.177 -0.780
C 1.697 -0.331 -0.308
C 2.110 -2.622 -0.806
N 2.147 -1.393 -1.189
H -1.000 2.277 -1.837
H -1.513 3.052 -0.252
H -0.658 1.024 1.015
H 0.596 2.013 0.325
H 0.324 0.407 -1.858
H -0.410 -0.638 -0.717
H 1.631 -0.655 0.804
H 2.402 0.481 -0.443
H 2.426 -3.377 -1.512
H 1.782 -3.006 0.199
H -1.664 -3.339 1.626
H -1.254 -2.691 0.239
O -1.086 -2.617 1.323
H -0.564 -0.280 3.138
H -1.421 -1.182 2.285
O -1.482 -0.478 2.880
H -0.901 -3.105 -1.685
H -1.960 -1.911 -1.471
O -1.669 -2.841 -1.130
H 0.661 -2.763 -3.180
H -0.204 -4.028 -3.397
O 0.318 -3.586 -2.752
H -2.478 0.502 -1.204
H -3.085 -0.709 -2.538
O -2.308 -0.634 -2.125
H 1.726 2.986 -0.645
H 1.562 2.241 -1.976
O 2.022 3.012 -1.556
H -1.244 0.604 -4.449
H -1.396 -0.084 -3.058
O -0.716 0.387 -3.758
H 0.912 4.451 1.128
H 0.320 3.414 2.175
O 1.173 3.746 1.684
H -2.896 1.523 1.004
H -2.580 0.774 2.276
O -2.982 1.563 1.962
H 1.813 -1.150 -3.313
H 0.493 -0.677 -3.956
O 1.219 -1.386 -3.991
H 0.558 -2.652 1.953
H 1.323 -1.742 2.841
O 1.354 -2.595 2.400
H 2.309 2.510 1.982
H 2.934 1.231 1.302
O 2.772 1.644 2.152
H -1.743 2.432 2.529
H -0.506 1.973 3.305
O -0.896 2.794 3.020
H 1.333 0.224 4.447
H 1.618 0.719 3.016
O 1.034 0.161 3.548
*
```

E_HOMO: -6.7 eV
ΔE to the lowest compared entry with this formula, charge and spin: 154.3 kJ/mol
HOMO-LUMO gap: 9.4030 eV

# 3
The following is a quantum chemistry calculation of C22H34N2O5 in the gas phase, from OMol25.

ORCA input file:
```
! wB97M-V def2-TZVPD RIJCOSX def2/J DEFGRID3
* xyz 0 1
C -1.610 3.704 3.539
C -0.450 3.493 2.566
C 0.869 3.257 3.252
C 1.851 4.233 3.298
C 3.072 4.016 3.928
C 3.318 2.792 4.520
C 2.353 1.790 4.491
C 1.136 2.027 3.868
O 0.127 1.107 3.800
C 0.380 -0.194 4.298
C -0.903 -1.001 4.160
C -1.675 -0.759 2.869
O -2.770 -0.219 2.917
N -1.133 -1.171 1.691
C 0.202 -1.725 1.550
C -1.848 -0.874 0.460
C -1.524 0.524 -0.112
C -2.574 1.560 0.255
N -1.403 0.472 -1.564
C -0.343 -0.116 -2.167
O 0.532 -0.689 -1.543
C -0.320 0.023 -3.692
O 0.604 -0.816 -4.309
C 0.230 -2.184 -4.267
C 1.317 -3.006 -4.933
C 1.496 -2.653 -6.412
C 0.427 -3.507 -7.105
O 0.045 -4.529 -6.180
C 0.892 -4.464 -5.040
H -2.539 3.891 2.997
H -1.757 2.823 4.162
H -1.418 4.559 4.189
H -0.674 2.637 1.926
H -0.350 4.364 1.914
H 1.654 5.186 2.820
H 3.821 4.796 3.947
H 4.264 2.601 5.009
H 2.565 0.838 4.956
H 1.213 -0.639 3.748
H 0.661 -0.151 5.355
H -0.669 -2.061 4.282
H -1.598 -0.719 4.948
H 0.484 -2.279 2.442
H 0.210 -2.414 0.707
H 0.952 -0.957 1.345
H -1.562 -1.628 -0.270
H -2.917 -0.956 0.655
H -0.549 0.821 0.284
H -2.714 1.587 1.333
H -2.287 2.551 -0.100
H -3.537 1.291 -0.189
H -2.103 0.929 -2.125
H -1.335 -0.140 -4.085
H -0.032 1.050 -3.926
H 0.108 -2.507 -3.229
H -0.727 -2.321 -4.791
H 2.243 -2.889 -4.369
H 1.374 -1.588 -6.600
H 2.494 -2.943 -6.743
H -0.466 -2.930 -7.354
H 0.801 -3.966 -8.023
H 1.766 -5.112 -5.171
H 0.323 -4.821 -4.180
*
```

E_HOMO: -8.5 eV
ΔE to the lowest compared entry with this formula, charge and spin: 19.3 kJ/mol
Structure (SMILES): CCc1ccccc1OCCC(=O)N(C)C[C@H](C)NC(=O)COC[C@@H]1CCOC1
HOMO-LUMO gap: 9.1085 eV

# 4
The following is a quantum chemistry calculation of C6H12O in the gas phase, from OMol25.

ORCA input file:
```
! wB97M-V def2-TZVPD RIJCOSX def2/J DEFGRID3
* xyz 0 1
C 1.625 1.218 0.036
C 0.766 -0.036 0.208
C 1.457 -1.280 -0.363
C -0.617 0.180 -0.435
C -1.655 -0.799 -0.087
C -1.480 1.301 0.198
O -2.451 0.229 1.094
H 1.080 2.095 0.403
H 2.575 1.134 0.581
H 1.863 1.378 -1.026
H 0.598 -0.194 1.287
H 2.425 -1.458 0.122
H 1.642 -1.160 -1.440
H 0.848 -2.187 -0.233
H -0.517 0.344 -1.517
H -2.458 -0.959 -0.810
H -1.443 -1.664 0.537
H -2.267 1.605 -0.514
H -1.990 0.252 1.959
*
```

E_HOMO: -7.1 eV
ΔE to the lowest compared entry with this formula, charge and spin: 489.0 kJ/mol
HOMO-LUMO gap: 7.7378 eV

# 5
The following is a quantum chemistry calculation of a molecular structure, C29H32AlClN7O6, from OMol25.

ORCA input file:
```
! wB97M-V def2-TZVPD RIJCOSX def2/J DEFGRID3
* xyz 1 1
Al 0.061 0.971 0.148
O -2.961 3.338 -0.032
C -1.957 2.685 0.174
N -1.712 1.393 -0.188
C -2.286 1.045 -1.474
C -1.389 1.585 -2.576
C -1.780 1.552 -3.908
C -0.939 2.082 -4.869
C 0.271 2.635 -4.471
C 0.583 2.618 -3.124
N -0.217 2.100 -2.193
C -0.750 3.412 0.782
C -0.847 4.685 1.298
C 0.309 5.311 1.743
C 1.526 4.648 1.654
C 1.549 3.371 1.129
N 0.436 2.782 0.694
H -2.397 -0.035 -1.568
H -3.277 1.489 -1.577
H -2.739 1.128 -4.176
H -1.224 2.075 -5.913
H 0.955 3.074 -5.183
H 1.522 3.036 -2.774
H -1.816 5.163 1.316
H 0.263 6.312 2.152
H 2.446 5.108 1.985
H 2.464 2.799 1.054
C 1.760 -2.931 2.901
N 1.076 -1.770 2.341
C -0.365 -1.937 2.195
C 1.780 -0.811 1.801
O 1.367 0.194 1.176
H 1.342 -3.162 3.880
H 2.823 -2.731 3.005
H 1.619 -3.781 2.234
H -0.799 -2.072 3.187
H -0.554 -2.813 1.579
H -0.813 -1.066 1.738
H 2.856 -0.898 1.950
C 1.780 -3.055 -5.701
C 1.203 -4.056 -4.740
C 0.487 -5.159 -5.192
C -0.027 -6.079 -4.293
Cl -0.915 -7.446 -4.891
C 0.161 -5.932 -2.929
C 0.868 -4.833 -2.467
C 1.374 -3.908 -3.365
O 2.106 -2.833 -2.890
C 1.375 -1.646 -2.729
C 0.878 -1.439 -1.305
O 0.903 -2.312 -0.463
O 0.386 -0.242 -1.138
H 1.869 -3.485 -6.698
H 2.765 -2.725 -5.373
H 1.146 -2.168 -5.781
H 0.340 -5.311 -6.253
H -0.239 -6.667 -2.245
H 1.035 -4.671 -1.412
H 0.495 -1.619 -3.382
H 2.006 -0.798 -3.002
C -3.260 1.281 3.537
N -2.017 1.381 4.303
C -2.011 1.583 5.641
C -0.856 1.703 6.328
C 0.348 1.607 5.570
N 0.351 1.398 4.265
C -0.820 1.285 3.601
O -0.896 1.106 2.378
N 1.540 1.739 6.177
H -4.099 1.425 4.214
H -3.334 0.304 3.064
H -3.283 2.040 2.758
H -2.979 1.644 6.118
H -0.854 1.870 7.394
H 1.612 1.828 7.174
H 2.377 1.605 5.637
*
```

E_HOMO: -10.3 eV
ΔE to the lowest compared entry with this formula, charge and spin: 0.0 kJ/mol
HOMO-LUMO gap: 7.6239 eV

# 6
The following is a quantum chemistry calculation of C7H11ClN2S in the gas phase, from OMol25.

ORCA input file:
```
! wB97M-V def2-TZVPD RIJCOSX def2/J DEFGRID3
* xyz 0 1
C -4.063 1.327 0.447
S -3.519 0.181 -0.901
C -1.977 -0.404 -0.294
Cl -1.071 0.787 0.714
C -1.417 -1.597 -0.551
C -0.330 -2.295 0.182
C 0.949 -1.982 0.489
C 1.811 -0.828 0.295
C 1.933 -0.102 -0.819
N 2.824 0.906 -0.956
N 3.484 1.506 0.148
H -3.818 2.357 -0.007
H -3.645 0.914 1.314
H -5.239 1.213 0.482
H -2.051 -2.157 -1.174
H -0.564 -3.236 0.426
H 1.533 -2.812 1.180
H 2.490 -0.675 1.156
H 1.208 -0.088 -1.716
H 2.833 1.386 -1.822
H 2.783 1.467 0.849
H 4.433 1.414 0.433
*
```

E_HOMO: -7.3 eV
Structure (SMILES): CS/C(Cl)=C/C=C\C=C\NN
HOMO-LUMO gap: 7.9453 eV

Number 1: F_max 1.60 eV Å⁻¹, energy -30657.8456 eV. Number 2: F_max 5.45 eV Å⁻¹, energy -38007.9920 eV. Number 3: F_max 0.03 eV Å⁻¹, energy -36583.7146 eV. Number 4: F_max 1.88 eV Å⁻¹, energy -8459.2857 eV. Number 5: F_max 0.94 eV Å⁻¹, energy -72429.4066 eV. Number 6: F_max 4.33 eV Å⁻¹, energy -33771.0045 eV.